Record 1
The following is a quantum chemistry calculation of a structure of composition C29H40BrFN2O2SiTa, from the Open Molecules 2025 dataset.

```
77
Properties=species:S:1:pos:R:3:mulliken_charge:R:1
Ta -0.962 -0.028 0.498 0.657
C -2.202 -7.792 1.307 -1.550
C -1.044 -7.217 0.476 1.633
C -1.288 -7.536 -0.999 -2.117
C 0.282 -7.861 0.912 -1.518
C -0.960 -5.716 0.725 -0.397
C -1.079 -4.786 -0.306 -0.047
C -0.981 -3.460 0.037 0.092
Br -1.156 -2.087 -1.301 0.016
C -0.786 -2.989 1.323 1.049
O -0.749 -1.600 1.453 0.369
C -0.649 -3.894 2.378 -1.441
C -0.749 -5.236 2.024 -0.300
C -0.357 -3.450 3.812 2.361
C -0.312 -4.636 4.780 -2.254
C -1.464 -2.506 4.306 -1.228
C 1.029 -2.785 3.835 -1.476
H -2.267 -8.867 1.138 0.469
H -3.156 -7.347 1.019 0.376
H -2.058 -7.639 2.377 0.337
H -1.345 -8.616 -1.127 0.413
H -0.474 -7.180 -1.635 0.433
H -2.233 -7.120 -1.356 0.437
H 0.239 -8.935 0.730 0.466
H 0.478 -7.717 1.975 0.335
H 1.123 -7.456 0.347 0.370
H -1.249 -5.089 -1.329 0.661
H -0.649 -5.966 2.812 0.530
H -1.261 -5.171 4.813 0.462
H -0.110 -4.262 5.784 0.454
H 0.484 -5.339 4.532 0.473
H -2.418 -3.033 4.348 0.453
H -1.598 -1.630 3.670 -0.115
H -1.230 -2.163 5.315 0.507
H 1.803 -3.522 3.615 0.461
H 1.238 -2.366 4.820 0.421
H 1.127 -1.992 3.089 0.173
O 0.949 0.645 1.011 -0.746
C 1.493 1.861 0.381 -0.589
C 0.975 1.847 -1.025 0.767
C 1.587 2.592 -2.009 -0.894
C 1.056 2.574 -3.292 -0.272
C -0.071 1.802 -3.548 -0.967
C -0.632 1.082 -2.519 -0.083
N -0.127 1.095 -1.263 0.021
H 1.290 0.503 1.916 0.285
H 2.578 1.798 0.422 0.609
H 1.135 2.722 0.949 0.313
H 2.470 3.174 -1.782 0.526
H 1.524 3.147 -4.083 0.473
H -0.509 1.751 -4.535 0.455
H -1.510 0.476 -2.687 0.503
C -0.041 0.735 3.804 -0.562
Si -1.703 1.500 3.387 0.494
C -3.098 0.829 4.400 -1.248
C -1.441 3.335 3.451 -1.191
N -2.088 1.107 1.581 -0.120
C -3.333 1.630 1.100 0.685
C -4.253 2.443 1.757 -0.281
C -5.441 2.785 1.120 -1.174
C -5.751 2.324 -0.153 -0.522
C -4.869 1.483 -0.830 -1.226
C -3.726 1.208 -0.147 0.968
F -2.748 0.283 -0.696 0.189
H -0.047 0.640 4.896 0.468
H 0.781 1.427 3.586 0.502
H 0.177 -0.278 3.465 -0.477
H -2.699 0.296 5.265 0.461
H -3.732 0.130 3.852 0.389
H -3.730 1.633 4.779 0.462
H -1.016 3.559 4.436 0.405
H -2.341 3.937 3.354 0.410
H -0.721 3.688 2.709 0.310
H -4.063 2.818 2.751 0.263
H -6.144 3.421 1.639 0.461
H -6.685 2.600 -0.622 0.451
H -5.084 1.075 -1.808 0.514
```

## Properties
* 2S+1: 1
* calculated total energy: -4408.6011 Ha
* total charge: +3

---

Record 2
The following is a quantum chemistry calculation of a structure of composition C29H40ClN10ORuS2, from the Open Molecules 2025 dataset.

```
84
Properties=species:S:1:pos:R:3:mulliken_charge:R:1
Ru -2.019 1.706 0.715 0.107
C -0.717 6.837 1.164 -0.852
S -1.485 6.322 -0.385 -0.002
C -1.941 4.670 -0.053 0.499
S -1.103 3.722 1.197 -0.218
N -2.865 4.152 -0.778 -1.342
N -3.040 2.821 -0.571 1.042
C -4.083 2.202 -1.177 -0.774
C -4.308 0.861 -0.856 0.863
C -5.320 0.059 -1.440 -1.020
C -5.449 -1.246 -1.066 -0.248
C -4.577 -1.789 -0.094 -0.963
C -3.624 -0.976 0.457 -0.167
N -3.468 0.316 0.103 0.163
H -0.437 7.876 1.001 0.341
H 0.182 6.266 1.383 0.303
H -1.423 6.784 1.989 0.320
H -4.693 2.762 -1.872 0.437
H -5.978 0.502 -2.175 0.445
H -6.221 -1.864 -1.506 0.447
H -4.664 -2.816 0.229 0.443
H -2.942 -1.341 1.216 0.501
C 1.848 -2.713 -5.788 -1.890
C 2.699 -1.949 -4.768 1.367
C 4.008 -2.728 -4.559 -1.732
C 3.060 -0.565 -5.338 -1.560
C 1.918 -1.792 -3.419 2.035
O 2.720 -1.123 -2.452 -0.497
C 1.529 -3.155 -2.820 -1.631
C 1.023 -3.060 -1.369 -1.260
C 2.027 -2.535 -0.400 0.524
C 1.740 -1.410 0.417 0.247
C 2.643 -0.950 1.328 -0.983
C 3.880 -1.619 1.460 0.432
Cl 5.013 -1.053 2.570 -0.077
C 4.181 -2.763 0.684 -0.880
C 3.265 -3.210 -0.220 -0.202
C 0.650 -0.917 -3.660 -1.894
N 0.343 0.036 -2.601 0.944
C -0.687 0.042 -1.759 -0.695
N -0.596 1.100 -0.966 0.970
C 0.530 1.735 -1.404 -0.770
N 1.115 1.125 -2.399 -0.893
H 2.344 -2.693 -6.759 0.518
H 0.862 -2.264 -5.927 0.350
H 1.715 -3.761 -5.513 0.381
H 4.530 -2.792 -5.512 0.507
H 3.850 -3.751 -4.218 0.377
H 4.708 -2.239 -3.874 0.446
H 3.873 -0.669 -6.055 0.491
H 3.381 0.133 -4.563 0.278
H 2.231 -0.107 -5.879 0.438
H 3.649 -1.269 -2.666 0.539
H 2.396 -3.813 -2.843 0.345
H 0.760 -3.639 -3.424 0.651
H 0.762 -4.078 -1.053 0.570
H 0.107 -2.473 -1.302 0.303
H 0.790 -0.903 0.301 0.365
H 2.433 -0.087 1.947 0.523
H 5.128 -3.265 0.830 0.477
H 3.476 -4.095 -0.808 0.510
H -0.231 -1.547 -3.777 0.207
H 0.758 -0.333 -4.568 0.362
H -1.474 -0.697 -1.749 0.607
H 0.888 2.661 -0.983 0.515
C 0.416 1.904 6.727 -1.401
C -0.934 1.220 6.904 0.800
C -2.092 2.180 6.651 -1.421
C -1.044 -0.053 6.062 -1.156
N -1.059 0.222 4.614 0.490
C -2.072 0.549 3.819 -0.553
N -1.583 0.782 2.620 0.128
N -0.240 0.581 2.705 0.366
N 0.071 0.240 3.893 -0.709
H 0.484 2.776 7.375 0.418
H 0.558 2.249 5.699 0.273
H 1.242 1.235 6.974 0.369
H -1.012 0.859 7.934 0.305
H -2.037 2.622 5.651 0.302
H -2.054 3.007 7.358 0.422
H -3.063 1.694 6.769 0.348
H -1.957 -0.604 6.283 0.445
H -0.192 -0.711 6.219 0.368
H -3.105 0.602 4.118 0.569
```

## Properties
* expectation value of S²: 8.79
* 2S+1: 6
* calculated total energy: -3102.6973 Ha
* total charge: +2

---

Record 3
The following is a quantum chemistry calculation of a structure of composition C29H40FSSn, from the Open Molecules 2025 dataset.

```
72
Properties=species:S:1:pos:R:3:mulliken_charge:R:1
F 0.956 4.717 3.960 -0.375
C 0.540 3.414 3.784 0.293
C 1.507 2.413 3.829 -0.717
C 1.085 1.082 3.672 -0.643
C -0.263 0.801 3.491 -0.808
C -1.271 1.816 3.497 1.136
C -2.620 1.350 3.416 -1.220
C -3.833 2.109 3.555 1.272
C -5.054 1.365 3.616 -0.684
C -6.283 1.988 3.770 -0.532
C -6.358 3.388 3.878 -0.443
C -5.180 4.144 3.816 -0.809
C -3.943 3.530 3.634 -0.366
C -0.817 3.168 3.600 -0.863
H 2.555 2.648 3.980 0.399
H 1.798 0.255 3.706 0.382
H -0.591 -0.231 3.355 0.310
H -2.723 0.278 3.667 0.570
H -4.991 0.270 3.565 0.157
H -7.196 1.381 3.829 0.323
H -7.327 3.877 4.001 0.315
H -5.221 5.231 3.926 0.332
H -3.058 4.144 3.583 0.346
H -1.495 4.015 3.573 0.609
C -1.202 -6.520 -2.364 -1.270
C -0.783 -5.310 -3.189 -0.453
C -0.424 -4.103 -2.317 -0.268
C -0.021 -2.871 -3.133 -1.110
Sn 0.557 -1.176 -1.918 0.660
C 2.266 -1.816 -0.755 -1.216
C 3.529 -2.131 -1.585 -0.496
C 4.752 -1.299 -1.198 -0.222
C 5.975 -1.615 -2.056 -1.407
C 1.140 0.408 -3.280 -1.229
C 1.467 1.752 -2.594 -0.285
C 2.923 2.195 -2.762 0.105
C 3.223 3.537 -2.096 -1.407
C -0.931 -0.425 -0.541 -0.096
C -1.749 0.695 -0.652 -0.574
C -2.714 0.870 0.396 -0.557
C -2.675 -0.145 1.339 -0.164
S -1.425 -1.256 0.951 -0.251
H -1.467 -7.352 -3.020 0.378
H -0.392 -6.845 -1.705 0.314
H -2.072 -6.281 -1.744 0.310
H 0.074 -5.567 -3.819 0.328
H -1.592 -5.026 -3.869 0.309
H -1.287 -3.854 -1.681 0.270
H 0.393 -4.388 -1.636 0.248
H 0.840 -3.087 -3.781 0.352
H -0.845 -2.532 -3.774 0.437
H 2.418 -1.017 -0.017 0.558
H 1.905 -2.713 -0.234 0.503
H 3.776 -3.197 -1.451 0.379
H 3.337 -2.006 -2.664 0.290
H 4.517 -0.230 -1.271 0.109
H 4.986 -1.486 -0.144 0.368
H 6.841 -1.046 -1.705 0.376
H 6.227 -2.679 -2.001 0.349
H 5.797 -1.363 -3.108 0.314
H 1.973 0.001 -3.869 0.443
H 0.267 0.498 -3.941 0.514
H 0.810 2.522 -3.033 0.342
H 1.216 1.705 -1.520 0.228
H 3.594 1.428 -2.354 -0.243
H 3.157 2.259 -3.833 0.366
H 4.256 3.831 -2.303 0.388
H 2.566 4.323 -2.481 0.351
H 3.092 3.483 -1.009 0.327
H -1.674 1.384 -1.481 0.436
H -3.377 1.727 0.473 0.441
H -3.464 -0.435 2.025 0.466
```

## Properties
* 2S+1: 1
* calculated total energy: -1841.3209 Ha
* total charge: -1